Entry 1:
Molecular formula: C4H11IN3
Method: DFT, ωB97M-V/def2-TZVPD

Properties
E_HOMO (eV): -12.68
2S+1: 1
ΔE to the lowest compared entry with this formula, charge and spin (eV): 2.000
Net charge: +1
Max |F| (eV/Å): 2.4
Total energy (eV): -16888.5847
LUMO (eV): -3.57

Positions of all 19 atoms, in Å:
C (1.57, -1.24, 1.75)
C (-0.99, -0.09, -1.75)
C (2.02, -0.41, 0.81)
C (-0.81, 1.56, 1.21)
N (-0.50, 0.00, -0.54)
N (-1.35, -1.25, -2.32)
N (-0.03, 1.17, 0.02)
I (2.53, -0.61, -1.19)
H (1.43, -0.95, 2.78)
H (1.19, -2.24, 1.51)
H (-1.21, 0.84, -2.18)
H (2.29, 0.61, 1.08)
H (-0.59, 0.79, 2.02)
H (-0.43, 2.56, 1.59)
H (-1.90, 1.69, 1.05)
H (-0.18, -0.74, 0.00)
H (-1.81, -1.35, -3.21)
H (-1.11, -2.17, -1.85)
H (-0.11, 1.84, -0.77)

Entry 2:
Molecular formula: C4H11INO
Method: DFT, ωB97M-V/def2-TZVPD

Properties
E_HOMO (spin up / spin down) (eV): -11.34 / -14.13
2S+1: 3
ΔE to the lowest compared entry with this formula, charge and spin (eV): 0.920
Net charge: +1
Max |F| (eV/Å): 4.8
Total energy (eV): -15952.4798
LUMO (spin up / spin down) (eV): -3.72 / -8.88

Positions of all 18 atoms, in Å:
C (-1.79, 1.45, 0.88)
C (2.70, -2.40, -0.46)
C (-0.45, 1.72, 0.20)
C (2.17, -1.17, 0.24)
N (0.04, 0.62, -0.66)
O (1.14, -1.26, 0.98)
I (3.37, 0.46, 0.10)
H (-2.02, 2.43, 1.34)
H (-2.68, 1.34, 0.24)
H (-1.67, 0.70, 1.63)
H (2.76, -3.23, 0.33)
H (3.73, -2.37, -0.87)
H (2.07, -2.66, -1.20)
H (0.26, 1.92, 0.96)
H (-0.57, 2.63, -0.58)
H (-0.25, 0.90, -1.58)
H (-0.60, -0.11, -0.47)
H (0.70, -0.39, 1.14)

Entry 3:
Molecular formula: C4H11MoN2S
Method: DFT, ωB97M-V/def2-TZVPD

Properties
E_HOMO (spin up / spin down) (eV): -12.03 / -11.62
2S+1: 3
Net charge: +1
Max |F| (eV/Å): 2.4
Total energy (eV): -19987.3294
LUMO (spin up / spin down) (eV): -4.07 / -3.88

Positions of all 19 atoms, in Å:
C (-2.01, -1.64, -1.95)
Mo (-0.67, -0.68, -0.58)
N (0.62, 0.56, -1.81)
H (-2.09, -0.47, 0.51)
H (-1.91, 0.33, 0.15)
H (-2.93, -1.81, -1.40)
H (-1.57, -2.60, -2.22)
H (-2.26, -1.12, -2.88)
H (1.59, 0.32, -1.63)
H (0.54, 1.56, -1.62)
H (0.50, 0.46, -2.81)
S (1.44, 2.10, 2.64)
C (2.18, 0.53, 2.70)
C (1.53, -0.36, 1.89)
N (0.45, 0.23, 1.16)
C (0.28, 1.53, 1.56)
H (3.03, 0.28, 3.29)
H (1.79, -1.41, 1.78)
H (-0.52, 2.18, 1.23)

Entry 4:
Molecular formula: C4H11N2
Method: DFT, ωB97M-V/def2-TZVPD

Properties
E_HOMO (spin up / spin down) (eV): -3.86 / -9.08
2S+1: 2
ΔE to the lowest compared entry with this formula, charge and spin (eV): 1.562
Max |F| (eV/Å): 4.4
Total energy (eV): -7303.2153
LUMO (spin up / spin down) (eV): 1.10 / 1.04

Positions of all 17 atoms, in Å:
N (2.15, -0.95, 0.60)
C (2.02, -1.29, -0.69)
N (1.40, -0.59, -1.65)
H (1.63, -0.13, 0.93)
H (2.63, -1.57, 1.26)
H (2.52, -2.22, -0.96)
H (1.37, -1.03, -2.55)
H (0.86, 0.27, -1.51)
C (-1.42, 0.60, -0.63)
C (-1.73, 1.36, 0.67)
C (-1.78, 0.80, 1.90)
H (-0.79, 1.23, -1.27)
H (-0.99, -0.35, -0.37)
H (-2.21, 0.37, -1.22)
H (-1.87, 2.45, 0.61)
H (-2.03, 1.34, 2.82)
H (-1.75, -0.28, 2.06)

Entry 5:
Molecular formula: C4H11N2
Method: DFT, ωB97M-V/def2-TZVPD

Properties
E_HOMO (spin up / spin down) (eV): -4.48 / -8.74
2S+1: 2
ΔE to the lowest compared entry with this formula, charge and spin (eV): 0.315
Max |F| (eV/Å): 1.1
Total energy (eV): -7304.4624
LUMO (spin up / spin down) (eV): 1.17 / 1.12

Positions of all 17 atoms, in Å:
C (-1.72, 0.60, -1.37)
C (-1.67, 0.14, 0.11)
C (-0.29, 0.16, 0.73)
N (2.67, 0.08, 0.80)
C (1.91, -0.99, 0.36)
N (0.53, -0.91, 0.23)
H (-0.72, 0.60, -1.81)
H (-2.33, -0.02, -2.03)
H (-2.11, 1.62, -1.44)
H (-2.18, -0.82, 0.16)
H (-2.29, 0.82, 0.71)
H (-0.45, 0.14, 1.82)
H (0.22, 1.11, 0.51)
H (3.67, 0.04, 0.71)
H (2.30, 1.02, 0.75)
H (2.33, -1.89, -0.03)
H (0.12, -1.71, -0.19)

Entry 6:
Molecular formula: C4H11N2
Method: DFT, ωB97M-V/def2-TZVPD

Properties
E_HOMO (eV): -14.12
2S+1: 1
SMILES string: CN1C[C@@]1(C)[NH3+]
ΔE to the lowest compared entry with this formula, charge and spin (eV): 4.766
Net charge: +1
Max |F| (eV/Å): 5.9
Total energy (eV): -7296.1820
LUMO (eV): -3.78

Positions of all 17 atoms, in Å:
C (2.12, 0.12, 0.49)
N (0.58, 0.85, 0.37)
C (0.15, 1.00, -1.01)
C (-0.59, 0.13, -0.07)
C (-1.83, 0.48, 0.64)
N (-0.54, -1.39, -0.43)
H (2.37, -0.31, -0.43)
H (2.69, 0.91, 0.75)
H (2.06, -0.29, 1.47)
H (0.75, 0.47, -1.73)
H (-0.23, 1.91, -1.18)
H (-2.71, -0.05, 0.12)
H (-1.76, 1.46, 1.13)
H (-1.89, -0.01, 1.62)
H (-1.10, -1.69, -1.21)
H (-0.42, -1.86, 0.40)
H (0.33, -1.71, -0.93)

Entry 7:
Molecular formula: C4H11N2
Method: DFT, ωB97M-V/def2-TZVPD

Properties
E_HOMO (eV): -13.55
2S+1: 1
SMILES string: NCC/C=C/[NH3+]
ΔE to the lowest compared entry with this formula, charge and spin (eV): 3.337
Net charge: +1
Max |F| (eV/Å): 4.1
Total energy (eV): -7297.6115
LUMO (eV): -3.76

Positions of all 17 atoms, in Å:
N (-1.70, 1.13, 0.00)
C (-1.81, 0.06, -1.00)
C (-0.77, -0.97, -0.61)
C (0.54, -0.30, -0.34)
C (1.37, -0.61, 0.66)
N (2.40, 0.36, 1.13)
H (-2.57, 0.92, 0.58)
H (-1.99, 1.95, -0.47)
H (-1.42, 0.39, -2.11)
H (-2.89, -0.40, -1.14)
H (-1.11, -1.47, 0.37)
H (-0.74, -1.77, -1.52)
H (0.59, 0.35, -1.18)
H (1.18, -1.42, 1.36)
H (2.46, 1.16, 0.45)
H (3.40, 0.18, 1.28)
H (2.26, 0.61, 2.15)

Entry 8:
Molecular formula: C4H11N2
Method: DFT, ωB97M-V/def2-TZVPD

Properties
E_HOMO (eV): -14.08
2S+1: 1
SMILES string: CC/C([NH3+])=C/N
ΔE to the lowest compared entry with this formula, charge and spin (eV): 1.502
Net charge: +1
Max |F| (eV/Å): 1.1
Total energy (eV): -7299.4465
LUMO (eV): -3.47

Positions of all 17 atoms, in Å:
C (-0.73, -2.22, -0.11)
C (-0.90, -0.79, -0.64)
C (0.02, 0.29, -0.15)
N (0.09, 1.49, -1.03)
C (0.70, 0.38, 0.98)
N (1.28, 1.62, 1.35)
H (0.17, -2.38, 0.47)
H (-0.72, -2.92, -0.94)
H (-1.57, -2.53, 0.52)
H (-0.78, -0.81, -1.72)
H (-1.91, -0.47, -0.41)
H (-0.59, 1.45, -1.78)
H (-0.12, 2.29, -0.42)
H (1.02, 1.60, -1.44)
H (0.60, -0.43, 1.70)
H (1.14, 1.84, 2.33)
H (2.30, 1.59, 1.28)

Entry 9:
Molecular formula: C4H11N2
Method: DFT, ωB97M-V/def2-TZVPD

Properties
E_HOMO (eV): -13.67
2S+1: 1
SMILES string: C=[N+](C)N(C)C
ΔE to the lowest compared entry with this formula, charge and spin (eV): 4.179
Net charge: +1
Max |F| (eV/Å): 5.3
Total energy (eV): -7296.7687
LUMO (eV): -4.48

Positions of all 17 atoms, in Å:
C (1.39, -1.36, -0.10)
N (0.76, -0.21, 0.01)
C (1.61, 0.98, -0.06)
N (-0.56, -0.17, 0.23)
C (-1.16, 1.22, 0.42)
C (-1.49, -1.10, -0.19)
H (0.85, -2.20, 0.21)
H (2.38, -1.58, -0.30)
H (1.56, 1.69, 0.88)
H (2.66, 0.62, -0.24)
H (1.26, 1.60, -1.00)
H (-1.98, 1.26, 1.13)
H (-0.37, 1.93, 0.63)
H (-1.63, 1.55, -0.61)
H (-1.58, -2.15, 0.40)
H (-2.41, -0.61, -0.20)
H (-1.29, -1.48, -1.20)

Entry 10:
Molecular formula: C4H11N2
Method: DFT, ωB97M-V/def2-TZVPD

Properties
E_HOMO (eV): -13.27
2S+1: 1
ΔE to the lowest compared entry with this formula, charge and spin (eV): 3.979
Net charge: +1
Max |F| (eV/Å): 2.8
Total energy (eV): -7296.9689
LUMO (eV): -7.03

Positions of all 17 atoms, in Å:
C (0.86, -2.38, -0.66)
C (0.63, -0.93, -0.94)
C (-0.42, -0.20, -0.46)
C (-0.99, 1.06, -0.56)
N (-2.10, 1.27, 0.28)
N (1.60, 1.00, 1.85)
H (1.30, -2.81, -1.59)
H (1.54, -2.75, 0.12)
H (1.35, -0.58, -1.66)
H (1.34, 1.04, 0.88)
H (-1.11, -0.75, 0.20)
H (-0.65, 1.67, -1.41)
H (-2.99, 1.24, -0.23)
H (-2.07, 2.22, 0.66)
H (2.11, 1.83, 2.10)
H (-0.15, -2.76, -0.51)
H (2.08, 0.14, 2.08)

Entry 11:
Molecular formula: C4H11N2
Method: DFT, ωB97M-V/def2-TZVPD

Properties
E_HOMO (eV): -14.83
2S+1: 1
ΔE to the lowest compared entry with this formula, charge and spin (eV): 3.148
Net charge: +1
Max |F| (eV/Å): 6.2
Total energy (eV): -7297.8006
LUMO (eV): -2.93

Positions of all 17 atoms, in Å:
C (-0.65, -0.52, -1.20)
C (0.70, -0.83, -0.89)
C (1.27, -2.21, -0.80)
C (-0.92, 2.82, 1.99)
N (-0.62, 1.92, 1.15)
N (-0.29, -0.51, 0.17)
H (-0.84, 0.43, -1.63)
H (-1.22, -1.31, -1.70)
H (1.42, 0.01, -0.92)
H (1.43, -2.49, -1.86)
H (0.64, -2.88, -0.39)
H (2.36, -2.13, -0.51)
H (-1.76, 2.58, 2.73)
H (-0.49, 3.78, 2.03)
H (-0.02, 2.30, 0.34)
H (-0.32, 0.38, 0.79)
H (-0.67, -1.33, 0.69)

Entry 12:
Molecular formula: C4H11N2
Method: DFT, ωB97M-V/def2-TZVPD

Properties
E_HOMO (spin up / spin down) (eV): -15.46 / -15.67
2S+1: 1
SMILES string: CC/[N+](C)=N\C
ΔE to the lowest compared entry with this formula, charge and spin (eV): 5.910
Net charge: +1
Max |F| (eV/Å): 9.0
Total energy (eV): -7295.0378
LUMO (spin up / spin down) (eV): -6.61 / -6.05

Positions of all 17 atoms, in Å:
C (1.92, 0.09, 0.35)
C (0.71, -0.44, -0.50)
N (-0.46, 0.41, -0.35)
C (-0.26, 1.73, -0.72)
N (-1.92, 0.14, 0.19)
C (-2.15, -1.13, 0.53)
H (2.19, 1.24, 0.04)
H (1.66, 0.00, 1.41)
H (2.79, -0.54, -0.04)
H (0.57, -1.53, -0.31)
H (0.93, -0.37, -1.50)
H (0.14, 2.16, 0.24)
H (-1.17, 2.23, -0.86)
H (0.39, 1.69, -1.50)
H (-2.63, -1.04, 1.50)
H (-1.21, -1.74, 0.53)
H (-2.91, -1.51, -0.08)

Entry 13:
Molecular formula: C4H11N2
Method: DFT, ωB97M-V/def2-TZVPD

Properties
E_HOMO (spin up / spin down) (eV): -11.96 / -12.11
2S+1: 1
ΔE to the lowest compared entry with this formula, charge and spin (eV): 4.704
Net charge: +1
Max |F| (eV/Å): 4.4
Total energy (eV): -7296.2439
LUMO (spin up / spin down) (eV): -4.32 / -4.17

Positions of all 17 atoms, in Å:
C (-1.96, 0.02, -0.77)
C (0.61, -0.43, -0.12)
C (1.46, 0.01, 1.09)
C (-0.46, 1.75, -0.03)
N (-0.67, 0.32, -0.38)
N (0.44, -1.85, -0.28)
H (-2.42, 0.79, -1.42)
H (-2.24, -1.03, -0.98)
H (1.94, 0.94, 0.81)
H (2.27, -0.72, 1.26)
H (0.98, 0.26, 2.07)
H (-0.85, 2.34, -0.93)
H (-1.01, 2.10, 0.83)
H (0.62, 2.03, 0.01)
H (-0.25, -1.94, -1.04)
H (0.20, -2.41, 0.65)
H (1.35, -2.16, -0.78)

Entry 14:
Molecular formula: C4H11N2
Method: DFT, ωB97M-V/def2-TZVPD

Properties
E_HOMO (eV): -14.83
2S+1: 1
ΔE to the lowest compared entry with this formula, charge and spin (eV): 3.716
Net charge: +1
Max |F| (eV/Å): 5.2
Total energy (eV): -7297.2323
LUMO (eV): -3.67

Positions of all 17 atoms, in Å:
C (-0.96, -0.24, -0.37)
C (-2.48, -0.45, 0.28)
C (2.79, 0.02, 0.11)
C (0.58, -0.92, -0.21)
N (-0.64, 1.20, 0.01)
N (1.37, -0.01, 0.11)
H (-0.97, -0.24, -1.39)
H (-3.24, -0.22, -0.58)
H (-2.71, -1.58, 0.51)
H (-2.76, 0.06, 1.25)
H (3.03, -0.96, -0.15)
H (3.22, 0.67, -0.68)
H (3.27, 0.06, 1.11)
H (0.68, -1.91, -0.43)
H (-1.21, 1.72, 0.67)
H (0.62, 0.97, 0.56)
H (-0.59, 1.82, -0.80)

Entry 15:
Molecular formula: C4H11N2
Method: DFT, ωB97M-V/def2-TZVPD

Properties
E_HOMO (eV): -14.39
2S+1: 1
SMILES string: C=[NH+]CCCN
ΔE to the lowest compared entry with this formula, charge and spin (eV): 2.745
Net charge: +1
Max |F| (eV/Å): 4.8
Total energy (eV): -7298.2028
LUMO (eV): -4.85

Positions of all 17 atoms, in Å:
C (-1.87, -1.69, -0.06)
N (-0.88, -0.91, 0.01)
C (-0.40, -0.13, -1.18)
C (0.21, 1.14, -0.64)
C (1.45, 0.61, 0.20)
N (0.92, 0.40, 1.62)
H (-2.07, -2.31, -0.84)
H (-2.44, -1.69, 0.91)
H (-0.47, -0.62, 1.04)
H (-1.35, 0.09, -1.86)
H (0.29, -0.81, -1.79)
H (-0.50, 1.80, -0.14)
H (0.67, 1.65, -1.50)
H (2.27, 1.38, 0.31)
H (1.73, -0.26, -0.28)
H (1.59, -0.01, 2.25)
H (0.86, 1.36, 1.96)

Entry 16:
Molecular formula: C4H11N2
Method: DFT, ωB97M-V/def2-TZVPD

Properties
E_HOMO (eV): -14.25
2S+1: 1
ΔE to the lowest compared entry with this formula, charge and spin (eV): 2.087
Net charge: +1
Max |F| (eV/Å): 0.6
Total energy (eV): -7298.8615
LUMO (eV): -3.17

Positions of all 17 atoms, in Å:
C (-0.43, 1.66, 1.17)
C (0.14, 1.98, 2.31)
N (-0.96, 0.32, 0.91)
H (-0.47, 2.30, 0.30)
H (0.46, 3.01, 2.44)
H (0.24, 1.34, 3.17)
H (-1.05, -0.22, 1.77)
H (-1.91, 0.40, 0.56)
H (-0.31, -0.28, 0.10)
C (-0.39, -1.67, -1.92)
C (1.65, -0.82, -1.07)
N (0.40, -0.90, -0.96)
H (-0.86, -2.52, -1.42)
H (0.23, -2.03, -2.73)
H (-1.16, -1.03, -2.34)
H (2.21, -0.07, -0.52)
H (2.19, -1.46, -1.77)

Entry 17:
Molecular formula: C4H11N2
Method: DFT, ωB97M-V/def2-TZVPD

Properties
E_HOMO (spin up / spin down) (eV): -13.34 / -13.34
2S+1: 1
ΔE to the lowest compared entry with this formula, charge and spin (eV): 5.264
Net charge: +1
Max |F| (eV/Å): 5.3
Total energy (eV): -7295.6840
LUMO (spin up / spin down) (eV): -4.30 / -4.30

Positions of all 17 atoms, in Å:
C (0.93, -1.31, 0.35)
C (-0.27, -0.90, -0.49)
C (2.11, 0.70, -0.19)
C (-1.98, 1.00, 0.13)
N (1.15, 0.06, 0.54)
N (-1.55, -0.40, 0.13)
H (0.75, -1.90, 1.23)
H (1.62, -1.78, -0.28)
H (0.00, -0.42, -1.47)
H (3.05, 0.76, 0.42)
H (2.57, 0.03, -0.89)
H (1.79, 1.67, -0.48)
H (-1.11, 1.60, 0.39)
H (-2.16, 1.41, -0.88)
H (-2.90, 1.24, 0.70)
H (-2.38, -1.00, -0.37)
H (-1.60, -0.76, 1.16)

Entry 18:
Molecular formula: C4H11N2O
Method: DFT, ωB97M-V/def2-TZVPD

Properties
E_HOMO (eV): -2.82
2S+1: 1
SMILES string: NC[C@@H](N)CC[O-]
ΔE to the lowest compared entry with this formula, charge and spin (eV): 2.276
Net charge: -1
Max |F| (eV/Å): 5.2
Total energy (eV): -9352.2145
LUMO (eV): 4.33

Positions of all 18 atoms, in Å:
N (0.92, -2.01, -0.52)
C (1.27, -0.59, -0.36)
C (0.33, 0.20, 0.61)
N (1.13, 1.08, 1.61)
C (-0.60, 1.09, -0.23)
C (-1.80, 0.08, -0.67)
O (-1.51, -1.15, -0.98)
H (1.24, -2.51, 0.37)
H (-0.21, -2.01, -0.81)
H (1.18, -0.13, -1.48)
H (2.34, -0.49, -0.07)
H (-0.22, -0.50, 1.23)
H (0.74, 0.90, 2.45)
H (1.21, 2.00, 1.22)
H (-0.98, 1.98, 0.22)
H (-0.08, 1.48, -1.14)
H (-2.65, 0.14, 0.20)
H (-2.31, 0.46, -1.64)

Entry 19:
Molecular formula: C4H11N2O
Method: DFT, ωB97M-V/def2-TZVPD

Properties
E_HOMO (eV): -2.25
2S+1: 1
SMILES string: NCCNCC[O-]
ΔE to the lowest compared entry with this formula, charge and spin (eV): 2.086
Net charge: -1
Max |F| (eV/Å): 3.7
Total energy (eV): -9352.4044
LUMO (eV): 3.84

Positions of all 18 atoms, in Å:
N (2.12, -1.28, 1.24)
C (2.28, -0.19, 0.26)
C (1.04, -0.01, -0.59)
N (-0.08, 0.70, 0.03)
C (-1.35, 0.92, -0.64)
C (-2.59, 0.24, -0.04)
O (-2.90, 0.75, 1.24)
H (1.41, -0.95, 1.95)
H (1.61, -1.99, 0.74)
H (3.18, -0.41, -0.34)
H (2.49, 0.72, 0.79)
H (1.27, 0.54, -1.56)
H (0.53, -1.07, -0.83)
H (-0.31, 0.34, 0.97)
H (-1.47, 2.01, -0.89)
H (-1.37, 0.44, -1.65)
H (-2.38, -0.93, 0.12)
H (-3.46, 0.17, -0.78)

Entry 20:
Molecular formula: C4H11N2O
Method: DFT, ωB97M-V/def2-TZVPD

Properties
E_HOMO (eV): -2.73
2S+1: 1
SMILES string: NCC[C@@H](N)C[O-]
ΔE to the lowest compared entry with this formula, charge and spin (eV): 0.916
Net charge: -1
Max |F| (eV/Å): 2.2
Total energy (eV): -9353.5738
LUMO (eV): 4.19

Positions of all 18 atoms, in Å:
N (1.96, -1.59, -1.19)
C (1.81, -0.17, -0.90)
C (0.33, 0.25, -0.74)
C (-0.27, -0.22, 0.58)
N (0.13, 0.85, 1.61)
C (-1.84, -0.10, 0.44)
O (-2.29, 1.14, 0.31)
H (1.80, -1.78, -2.17)
H (1.25, -2.11, -0.69)
H (2.29, 0.17, 0.02)
H (2.21, 0.34, -1.78)
H (0.24, 1.33, -0.67)
H (-0.25, -0.10, -1.60)
H (-0.04, -1.25, 0.89)
H (-0.15, 0.42, 2.49)
H (-0.63, 1.52, 1.38)
H (-2.25, -0.78, 1.27)
H (-2.08, -0.78, -0.43)